{
  "formula": "C3H5N3S",
  "method": "ωB97M-V/def2-TZVPD",
  "elements": ["C", "C", "C", "N", "N", "N", "S", "H", "H", "H", "H", "H"],
  "positions_angstrom": [[1.43698, 1.65269, -0.08987], [0.65979, 0.63049, 0.21868], [-1.62154, 0.46577, -0.07866], [2.19886, 2.52210, -0.28306], [-0.20058, -1.47433, 0.31135], [-0.31980, -0.22940, 0.11089], [2.87482, -1.57545, 0.13315], [-1.95298, 0.88587, 0.94303], [-1.23792, 1.29926, -0.63246], [-2.37993, -0.21842, -0.59555], [-0.96799, -1.98523, 0.03915], [1.51030, -1.97336, -0.07665]],
  "forces_ev_per_angstrom": [[0.852, 1.847, -0.507], [1.213, -3.858, 0.753], [-0.861, -0.090, 1.021], [-0.616, -0.398, 0.026], [2.347, 0.077, 0.617], [0.353, 1.234, 0.245], [-2.596, 1.052, -0.206], [0.266, -1.086, -1.640], [-1.081, 0.715, -0.864], [1.185, 1.198, 0.745], [-2.781, -0.861, -0.507], [1.718, 0.171, 0.317]],
  "lowdin_charge": [-0.2972, -0.0308, 0.0263, 0.1651, 0.0603, -0.3037, 0.2798, 0.1350, 0.0752, 0.1269, 0.0411, -0.2779],
  "e_homo_ev": [-8.4, -8.4],
  "de_lowest_kj_mol": 828.0,
  "max_force_ev_per_a": 4.1,
  "charge": 0,
  "spin_multiplicity": 1,
  "homo_lumo_gap_ha": [0.2034, 0.2015]
}